Computed, not measured: a structure of composition C38H49ClN6O4PTi at a distorted geometry, with ωB97M-V with the def2-TZVPD basis set.

The geometry in XYZ format:
```
100
Properties=species:S:1:pos:R:3:mulliken_charge:R:1
Ti 0.92403 -0.14003 1.13441 0.01
Cl 6.13687 4.04748 -1.81869 -0.21
C 4.83933 2.98927 -1.37914 -0.06
C 3.80475 2.75619 -2.28519 -0.61
C 2.76269 1.91873 -1.94507 -0.77
C 2.73065 1.32471 -0.68559 0.43
O 1.70913 0.53454 -0.33667 1.04
C 3.78617 1.52461 0.19934 -0.22
C 3.85709 0.71342 1.40698 -0.09
N 2.91573 -0.06036 1.78275 0.68
C 3.12243 -1.05743 2.77761 -0.57
C 3.99958 -0.97173 3.81763 -0.45
C 4.06457 -2.06140 4.73952 -1.06
C 3.34225 -3.18929 4.56047 -1.20
C 2.47031 -3.34843 3.40892 0.86
C 1.86446 -4.50446 3.05318 -1.28
C 1.00633 -4.60634 1.81146 -0.55
C 1.04289 -3.34628 1.01057 -0.27
N 1.54897 -2.22874 1.39567 0.72
C 2.31745 -2.18686 2.56935 0.89
C 4.84216 2.36588 -0.15232 -0.99
H 3.83323 3.23283 -3.25639 0.49
H 1.95727 1.71088 -2.63888 0.49
H 4.80532 0.68682 1.94302 0.45
H 4.60251 -0.08465 3.97101 0.33
H 4.71916 -1.97851 5.59822 0.39
H 3.43030 -4.01467 5.25573 0.43
H 2.00078 -5.39247 3.65731 0.43
H 1.27399 -5.45479 1.16887 0.49
H 0.55459 -3.36081 0.04297 0.37
H 5.66434 2.51868 0.53640 0.51
C -0.65447 0.09505 3.02512 0.73
C -1.19704 0.81604 1.93157 0.35
C -0.28157 1.83919 1.57830 1.02
C 0.82204 1.75472 2.45926 1.06
C 0.57905 0.68093 3.36925 1.22
C 1.28515 0.44128 4.65929 -1.76
C 1.84822 2.83205 2.60307 -2.06
C -0.55387 3.05010 0.73329 -1.97
C -2.61420 0.75118 1.46953 -1.40
C -1.35980 -0.88994 3.89323 -2.08
H 2.29419 0.84224 4.66320 0.52
H 1.34362 -0.61649 4.91273 0.33
H 0.72266 0.94868 5.44958 0.38
H 2.18156 3.21536 1.63888 0.39
H 2.72288 2.49554 3.15894 0.39
H 1.41322 3.66957 3.15458 0.47
H 0.15523 3.16955 -0.08990 0.08
H -0.47493 3.94308 1.35638 0.42
H -1.56187 3.03653 0.32030 0.73
H -3.17561 1.55669 1.95039 0.33
H -3.07425 -0.19186 1.74807 0.37
H -2.71801 0.87705 0.39247 0.08
H -0.70603 -1.71595 4.18079 0.32
H -2.24277 -1.28807 3.40109 0.69
H -1.68407 -0.39256 4.81133 0.33
N -3.61654 -2.53212 -1.97366 -0.65
C -3.81951 -2.29441 -0.53402 -0.46
P -2.43508 -3.03472 0.42617 1.19
O -1.78089 -3.94397 -0.70591 -0.69
O -1.51178 -2.03575 1.02614 -0.66
C -3.16532 -4.19265 1.62336 -1.11
N -2.48704 -4.14954 2.91595 -0.41
H -2.26692 -3.73472 -1.54531 0.47
H -3.27724 -1.70159 -2.44255 0.08
H -4.47482 -2.81372 -2.42668 0.22
H -4.74807 -2.76194 -0.20820 0.63
H -3.87460 -1.23316 -0.28982 0.18
H -3.05216 -5.18547 1.18586 0.39
H -4.23910 -3.97308 1.67221 0.54
H -2.33534 -3.19899 3.22586 -0.07
H -0.04889 -4.77693 2.07657 0.07
H -3.02560 -4.63262 3.62269 0.28
C -0.39281 2.32541 -6.46981 -1.25
C -0.34090 2.66413 -4.98682 -0.26
N -1.66209 2.83093 -4.38914 0.28
C -2.43118 4.02703 -4.75495 -0.76
C -3.59496 3.73438 -5.69187 -1.10
C -2.21680 2.00048 -3.48097 -0.14
O -3.30706 2.21227 -2.96604 -0.68
C -1.45661 0.77870 -3.04525 -0.27
C -1.18391 -0.30916 -3.85874 0.40
C -0.54659 -1.40724 -3.30180 -1.65
C -0.22499 -1.38036 -1.95575 -0.37
N -0.52641 -0.35710 -1.15078 1.41
C -1.11883 0.69682 -1.70305 -0.91
H 0.61702 2.17555 -6.85457 0.42
H -0.85409 3.12852 -7.04539 0.35
H -0.96529 1.41210 -6.64128 0.24
H 0.21487 3.59320 -4.83682 0.45
H 0.18986 1.88126 -4.44744 0.09
H -1.73128 4.72331 -5.21714 0.43
H -2.80545 4.47856 -3.83650 0.39
H -3.25338 3.25185 -6.60881 0.27
H -4.09879 4.66346 -5.96016 0.41
H -4.31740 3.08386 -5.20175 0.30
H -1.46863 -0.30370 -4.90424 0.41
H -0.30388 -2.27602 -3.89834 0.50
H 0.29873 -2.21255 -1.50573 0.26
H -1.35897 1.52297 -1.04973 0.15
```

Values from the calculation:
Total charge: +1
2S+1: 1
Kohn-Sham gap (spin up / spin down) in eV: 4.361 / 4.364
LUMO level (spin up / spin down) in eV: -3.362 / -3.361

=====

Computed, not measured: a structure of composition C7H11BrClF2N at a distorted geometry, with ωB97M-V with the def2-TZVPD basis set.

The geometry in XYZ format:
```
23
Properties=species:S:1:pos:R:3:mulliken_charge:R:1
C -1.60232 -1.48010 -0.87516 0.17
C 1.25820 -0.90399 -0.04529 -1.28
C 0.53712 1.42990 -0.39319 -1.28
C -0.56800 0.00515 1.41999 -1.55
C 0.01784 -2.44171 -3.38854 -0.26
C -2.74447 -1.63012 -1.60239 0.27
C 0.04910 -0.00503 0.03586 1.28
N -0.89217 -0.37258 -0.96858 -0.57
F -3.61434 -2.63768 -1.51823 -0.25
F -3.28908 -0.76973 -2.45963 -0.21
Cl 1.14779 -3.49348 -2.65939 -0.14
Br 0.31414 -0.64000 -3.14835 0.08
H -1.46319 -2.27289 -0.10004 0.27
H 2.01412 -0.80649 0.69370 0.47
H 1.13638 -2.01931 -0.28351 0.21
H 1.97725 -0.69255 -0.90304 0.33
H -0.14605 2.29861 -0.55139 0.28
H 0.98422 1.12593 -1.33064 0.33
H 1.18951 1.81017 0.47548 0.32
H 0.14257 0.51035 2.21996 0.35
H -1.51869 0.54011 1.30086 0.41
H -0.83284 -0.96936 1.73281 0.40
H -0.17551 -2.80149 -4.40117 0.39
```

Values from the calculation:
Total charge: 0
2S+1: 1
Kohn-Sham gap (spin up / spin down) in eV: 7.395 / 7.742
LUMO level (spin up / spin down) in eV: -0.734 / -0.545

=====

Computed, not measured: a cluster of 6 separate species, C36H35F40O7P in total at a distorted geometry, with ωB97M-V with the def2-TZVPD basis set.

The geometry in XYZ format:
```
119
Properties=species:S:1:pos:R:3:mulliken_charge:R:1
C 1.97359 1.73334 4.92403 -1.27
C 0.88757 1.82725 3.72717 0.61
C 1.04665 2.70434 2.46520 -0.57
C -0.05404 2.74297 1.34066 -0.98
C -1.35178 1.88221 1.55984 -0.22
C -1.53100 0.99259 2.82173 0.68
C -2.80094 0.06996 3.12647 -0.92
P -4.17950 0.18289 1.83475 0.18
C -5.26221 1.65806 2.33023 -0.56
C -6.77783 1.19842 2.59214 -0.51
C -7.69007 2.34915 3.22965 0.44
O -7.22083 3.34715 3.85193 -0.56
O -9.12202 2.29574 3.14800 -0.47
C -0.38793 0.95907 3.90362 -0.76
H 2.08770 0.62486 5.23201 0.33
H 1.50686 2.26254 5.83830 0.31
H 2.95972 2.19429 4.59077 0.32
H 2.00413 3.32953 2.33718 0.36
H 0.07872 3.40329 0.40580 0.62
H -2.17874 1.89143 0.75719 0.27
H -2.44747 -1.01027 3.29884 0.49
H -3.21731 0.41561 4.15222 0.41
H -4.99136 -0.98554 2.06392 -0.07
H -4.84323 2.16857 3.26165 0.34
H -5.28237 2.44037 1.49778 0.34
H -6.75816 0.29896 3.31824 0.32
H -7.22381 0.87228 1.59005 0.30
H -9.47692 3.21123 3.24346 0.35
H -0.51439 0.27512 4.82324 0.24
C -2.22968 7.40439 3.77552 -0.76
C -1.27876 8.61128 3.92300 0.90
C -1.33338 9.64772 2.80058 0.10
F -0.99025 9.13473 1.60369 -0.21
F -0.45661 10.65499 3.04640 -0.28
F -0.01594 8.15734 4.10845 -0.27
F -1.62216 9.24444 5.08465 -0.33
O -1.66840 6.19484 3.24904 -0.36
C -1.60790 6.06695 1.84292 0.89
C -0.16739 5.97974 1.32362 0.57
F 0.55227 7.07348 1.65846 -0.24
F -0.14390 5.90016 -0.03210 -0.27
F -2.31484 7.05856 1.26748 -0.30
F -2.26230 4.92168 1.54572 -0.19
H -2.53058 7.13287 4.79168 0.41
H -3.16443 7.66995 3.27433 0.31
H -2.33060 10.08796 2.71681 0.28
H 0.34355 5.10504 1.72976 -0.27
C 3.36812 0.84776 -1.77709 -1.19
C 2.10446 -0.02683 -1.63967 1.15
C 1.58936 -0.23862 -0.21670 1.08
F 2.48673 -0.86841 0.56852 -0.22
F 0.47895 -1.02141 -0.22524 -0.26
F 2.31945 -1.21301 -2.26492 -0.28
F 1.11438 0.59517 -2.34958 -0.37
O 4.61646 0.15449 -1.90955 -0.48
C 5.25731 -0.25149 -0.71825 0.85
C 5.36998 -1.77552 -0.60594 0.19
F 4.15482 -2.36815 -0.63407 -0.15
F 5.95077 -2.13168 0.56652 -0.31
F 4.64393 0.30814 0.34044 -0.28
F 6.49699 0.28811 -0.75956 -0.30
H 3.26336 1.38476 -2.72243 0.72
H 3.41623 1.63478 -1.01945 0.46
H 1.32175 0.71169 0.25367 -0.64
H 5.96414 -2.18645 -1.42631 0.28
C 2.81306 -0.28824 -5.68786 -0.40
C 3.77729 0.91617 -5.62963 1.02
C 3.70575 1.88159 -6.81278 0.02
F 4.02074 1.29284 -7.98139 -0.24
F 4.59354 2.89530 -6.64745 -0.28
F 5.03868 0.46338 -5.43999 -0.32
F 3.45992 1.62348 -4.49941 -0.42
O 3.35449 -1.53203 -6.15134 -0.44
C 3.38820 -1.74339 -7.54870 0.78
C 4.81736 -1.87571 -8.08769 0.21
F 5.55264 -0.77231 -7.83154 -0.21
F 4.81006 -2.03590 -9.43347 -0.26
F 2.67943 -0.78204 -8.16939 -0.28
F 2.71927 -2.89892 -7.76547 -0.29
H 2.52831 -0.49639 -4.65218 0.04
H 1.87164 -0.04383 -6.18728 0.39
H 2.70967 2.32324 -6.90350 0.31
H 5.32684 -2.73181 -7.63761 0.23
C 3.88815 -6.53025 1.68995 -0.80
C 2.59155 -6.05098 1.00353 0.94
C 2.25490 -4.56964 1.17103 0.61
F 2.06478 -4.22510 2.45937 -0.26
F 1.09791 -4.27155 0.52435 -0.25
F 1.56353 -6.83582 1.40799 -0.28
F 2.74085 -6.29095 -0.33393 -0.32
O 3.75001 -7.17307 2.96448 -0.41
C 3.68733 -6.34172 4.10589 0.79
C 2.34465 -6.45077 4.83811 0.19
F 1.31011 -6.11243 4.03918 -0.20
F 2.30762 -5.61018 5.90129 -0.26
F 3.99771 -5.07795 3.76331 -0.26
F 4.67933 -6.76069 4.92525 -0.30
H 4.29820 -7.31295 1.04485 0.44
H 4.66033 -5.75630 1.70714 0.38
H 3.04114 -3.93543 0.75397 -0.25
H 2.17560 -7.47047 5.19410 0.24
C -3.66462 -2.76404 -3.32061 -0.89
C -3.93873 -2.05855 -1.97555 0.97
C -3.40112 -2.76192 -0.72955 0.12
F -3.94216 -3.98215 -0.54924 -0.23
F -3.70451 -2.04426 0.38424 -0.27
F -5.26825 -1.81793 -1.86659 -0.30
F -3.34214 -0.83155 -2.04520 -0.27
O -4.72666 -3.55811 -3.86689 -0.42
C -4.83612 -4.89302 -3.41508 0.79
C -6.14761 -5.15256 -2.66451 0.18
F -6.27240 -4.35240 -1.58371 -0.20
F -6.19764 -6.42936 -2.21236 -0.26
F -3.74621 -5.21865 -2.69628 -0.27
F -4.79545 -5.66521 -4.52530 -0.30
H -3.52911 -1.96592 -4.05645 0.44
H -2.71313 -3.30261 -3.32159 0.37
H -2.31363 -2.86706 -0.77146 0.21
H -7.01001 -4.97870 -3.31345 0.23
```

Values from the calculation:
Total charge: 0
2S+1: 1
Kohn-Sham gap in eV: 8.567
LUMO level in eV: 0.144